#A
{
  "formula": "C5H10N3O",
  "method": "ωB97M-V/def2-TZVPD",
  "total_charge": 1,
  "homo_ev": [-13.14, -12.92],
  "elements": ["O", "N", "N", "N", "C", "C", "C", "C", "C", "H", "H", "H", "H", "H", "H", "H", "H", "H", "H"],
  "positions_angstrom": [[3.22561, -0.20355, -0.25852], [3.73784, 0.00924, -1.36362], [-0.29940, 0.73198, -0.34411], [0.46050, -0.82101, 0.87862], [0.81949, 0.13258, 0.05382], [-0.61201, 1.84314, -1.28724], [-1.68322, -1.75946, 1.93878], [-1.33132, 0.20986, 0.33202], [-0.86779, -0.81090, 1.11703], [-1.81918, -1.31326, 2.88083], [-2.30709, 0.56248, 0.00754], [-0.05368, 1.70623, -2.23364], [3.97562, 0.98421, -1.83639], [-1.05812, -2.62645, 1.93837], [-0.24183, 2.71168, -0.80100], [3.98943, -0.89808, -1.83849], [1.31471, -1.31893, 1.31160], [-2.58546, -1.80264, 1.34530], [-1.64373, 1.73512, -1.53734]]
}



#B
{
  "formula": "C5H10N3O",
  "method": "ωB97M-V/def2-TZVPD",
  "total_charge": 1,
  "homo_ev": [-13.80, -13.28],
  "elements": ["O", "N", "N", "N", "C", "C", "C", "C", "C", "H", "H", "H", "H", "H", "H", "H", "H", "H", "H"],
  "positions_angstrom": [[-1.81422, -0.84463, -1.70043], [0.71473, -0.16475, 0.75534], [0.13934, -1.00914, -0.23877], [-0.59102, 1.66076, 0.19087], [1.01382, -0.74736, -1.51521], [-2.47896, -1.13576, -0.47603], [0.32600, 1.18874, 0.86619], [-1.17168, -0.60194, -0.59651], [1.13127, 2.17349, 1.70626], [-3.36193, -0.59753, -0.30637], [0.08699, -2.05402, 0.13512], [-2.62958, -2.26425, -0.30599], [0.58227, -1.12959, -2.40631], [1.54656, 1.76166, 2.71232], [1.99853, 2.32458, 1.11054], [0.52381, 3.03460, 1.63517], [1.09139, 0.26382, -1.64583], [2.05606, -1.21664, -1.56926], [0.83661, -0.64202, 1.64889]]
}



#C
{
  "formula": "C5H10N3O",
  "method": "ωB97M-V/def2-TZVPD",
  "total_charge": 1,
  "homo_ev": [-14.08, -14.18],
  "elements": ["O", "N", "N", "N", "C", "C", "C", "C", "C", "H", "H", "H", "H", "H", "H", "H", "H", "H", "H"],
  "positions_angstrom": [[-2.95747, -0.99519, -0.11571], [-1.66030, 0.73927, 0.44944], [0.94073, 0.27231, -0.11216], [-0.64106, -1.37726, 0.03930], [0.67328, -0.95288, -0.00712], [1.79654, -1.99555, 0.07445], [1.88910, 1.28024, 0.14965], [-1.83096, -0.55655, 0.05251], [-2.33183, 1.79686, -0.09554], [1.74929, -2.29748, 1.04083], [1.56528, 2.19735, -0.17187], [1.96204, 1.27971, 1.16535], [2.74061, 0.91218, -0.44192], [2.66345, -1.63256, -0.27001], [-2.62316, 1.71078, -1.19493], [-0.96286, -2.29879, -0.22553], [1.72719, -2.78390, -0.69557], [-1.56928, 2.67792, -0.37678], [-3.13058, 2.02353, 0.73562]]
}



#D
{
  "formula": "C5H10N3O",
  "method": "ωB97M-V/def2-TZVPD",
  "total_charge": 1,
  "smiles": "C=N/C(=C/[NH+]=C)NCO",
  "homo_ev": [-12.45, -12.46],
  "elements": ["O", "N", "N", "N", "C", "C", "C", "C", "C", "H", "H", "H", "H", "H", "H", "H", "H", "H", "H"],
  "positions_angstrom": [[1.97693, -0.39090, 1.62232], [-0.08127, 1.27506, -1.82326], [-1.31349, -1.06752, 0.83106], [1.46558, 0.21693, -0.64627], [0.17401, 0.28392, -0.83812], [-1.00661, -0.23069, -0.18328], [2.22803, -0.64230, 0.20246], [-0.79524, 2.29571, -1.66840], [-2.49409, -1.38308, 1.30309], [-0.50067, -1.32734, 1.31539], [2.11117, -1.63098, -0.02742], [-2.49115, -1.89166, 2.21652], [-1.81521, 0.15313, -0.69895], [-3.33679, -1.22456, 0.63707], [1.97466, 0.65661, -1.41573], [-1.18781, 2.46781, -0.65015], [2.70129, -0.05278, 2.09691], [-0.99619, 2.98289, -2.48818], [3.38687, -0.49024, 0.21494]]
}



On energetic grounds, #D is preferred over the next structure by 1.950 eV.



#A
{
  "formula": "C5H10N3O",
  "method": "ωB97M-V/def2-TZVPD",
  "total_charge": 1,
  "homo_ev": [-13.08, -13.08],
  "elements": ["O", "N", "N", "N", "C", "C", "C", "C", "C", "H", "H", "H", "H", "H", "H", "H", "H", "H", "H"],
  "positions_angstrom": [[-1.23197, 1.41801, 0.92965], [0.06620, 0.41855, -0.72138], [-2.18804, -0.23938, -0.59948], [-1.56416, -1.27680, -0.58766], [2.39730, 0.22405, -0.91533], [-1.19320, 0.78877, -0.08802], [1.18308, 0.27047, -0.13235], [1.12394, 0.16285, 1.31281], [-3.70556, -0.01364, -0.49922], [2.25494, -0.44382, -1.70180], [2.07722, 0.35683, 1.77969], [0.46978, 0.82581, 1.92757], [-3.88392, -0.39480, 0.55895], [-0.02300, 0.45313, -1.77828], [0.67876, -0.82842, 1.57483], [-4.29154, -0.72239, -0.99321], [2.53555, 1.12687, -1.50663], [-3.95691, 1.04343, -0.71820], [3.23263, 0.10630, -0.26987]]
}



#B
{
  "formula": "C5H10N3O",
  "method": "ωB97M-V/def2-TZVPD",
  "total_charge": 1,
  "homo_ev": -14.12,
  "elements": ["O", "N", "N", "N", "C", "C", "C", "C", "C", "H", "H", "H", "H", "H", "H", "H", "H", "H", "H"],
  "positions_angstrom": [[-2.48490, 1.35054, -1.91073], [1.06169, 0.75581, 0.63623], [-1.18123, -0.33433, -0.74354], [-0.74355, -0.71872, 0.60206], [-1.83541, -1.53257, -1.19486], [2.36817, 1.06371, 1.12227], [0.30874, -0.24774, 1.06717], [-1.58517, 2.10918, -1.54475], [-1.91699, 0.92888, -0.68748], [-1.38368, -2.37463, -0.63744], [3.06800, 0.18222, 0.92121], [0.52165, -0.59404, 2.09744], [-2.88200, -1.36642, -0.88099], [-1.68257, -1.71472, -2.28640], [2.52790, 1.33981, 2.18209], [0.85554, 1.15444, -0.26985], [2.68405, 1.91899, 0.49886], [-2.61911, 1.06131, 0.05412], [-0.17682, -0.15171, -1.15837]]
}



On energetic grounds, #A is preferred over the next structure by 2.002 eV.



#A
{
  "formula": "C4H7N3O2S",
  "method": "ωB97M-V/def2-TZVPD",
  "homo_ev": [-8.67, -7.02],
  "elements": ["S", "O", "O", "N", "N", "N", "C", "C", "C", "C", "H", "H", "H", "H", "H", "H", "H"],
  "positions_angstrom": [[-1.42733, -1.06678, -2.89993], [-1.67817, -2.31496, -3.50020], [-0.14629, 0.13857, -0.79093], [0.30485, 1.08532, 2.49893], [0.15480, -0.67724, -3.26395], [-0.08600, 2.01351, 0.52461], [0.22103, 0.12330, 1.62039], [-0.03782, 0.69325, 0.31712], [0.33770, -1.37165, 1.81008], [0.02789, 2.26585, 1.84675], [0.14235, 3.18713, 2.22697], [0.59423, -1.59352, -3.26120], [0.10077, -1.75815, 0.84714], [1.39107, -1.79537, 2.02806], [0.50820, -0.06890, -2.51742], [-0.38079, -1.57459, 2.70348], [-0.02647, 2.71422, -0.18990]]
}



#B
{
  "formula": "C4H7N3O2S",
  "method": "ωB97M-V/def2-TZVPD",
  "homo_ev": [-9.22, -9.22],
  "elements": ["S", "O", "O", "N", "N", "N", "C", "C", "C", "C", "H", "H", "H", "H", "H", "H", "H"],
  "positions_angstrom": [[1.39927, -0.39972, -0.37265], [1.20391, -0.06357, -1.75035], [2.20283, -1.59107, -0.16827], [-1.87003, -2.21797, 0.34280], [-2.22590, 0.00959, -0.33514], [-0.37515, 1.52216, -0.30708], [2.10803, 0.97548, 0.67327], [-1.29981, -1.01281, 0.19326], [-1.58344, 1.10608, -0.55653], [-0.05385, -0.64151, 0.54097], [-1.23079, -3.04396, 0.59275], [2.56092, 0.57913, 1.59181], [1.22576, 1.46465, 0.98313], [2.81312, 1.54329, 0.10719], [-2.09573, 1.87572, -1.14061], [-2.84677, -2.38401, 0.49368], [0.06763, 2.27853, -0.88824]]
}



On energetic grounds, #A is preferred over the next structure by 2.942 eV.